# 1
# C34H49AsNO2S4SiW

C34H49AsNO2S4SiW as an isolated structure (the ωB97M-V functional and the def2-TZVPD basis, the OMol25 dataset).

```
93
Properties=species:S:1:pos:R:3
W 0.431 0.152 0.269
C -0.093 1.987 -2.607
C 0.698 3.004 -1.822
S 1.504 2.252 -0.364
C 3.236 2.006 -0.865
C 3.429 0.643 -1.495
S 2.825 -0.560 -0.287
C 2.716 -2.125 -1.198
C 1.577 -2.893 -0.549
S 0.086 -1.852 -0.666
C -1.713 -1.104 -3.230
C -2.263 0.147 -2.561
S -1.161 1.088 -1.446
H 0.523 1.267 -3.136
H -0.744 2.484 -3.328
H 0.059 3.789 -1.417
H 1.473 3.473 -2.425
H 3.824 2.110 0.047
H 3.505 2.818 -1.539
H 4.488 0.447 -1.670
H 2.880 0.528 -2.431
H 3.674 -2.635 -1.102
H 2.505 -1.907 -2.246
H 1.787 -3.141 0.491
H 1.366 -3.813 -1.092
H -1.753 -1.948 -2.539
H -2.389 -1.334 -4.062
H -3.145 -0.081 -1.962
H -2.542 0.905 -3.294
O -0.937 0.501 1.500
As -1.808 1.491 2.666
C -3.487 1.838 1.886
C -4.584 1.098 2.328
C -5.824 1.330 1.751
C -5.955 2.285 0.752
C -4.856 3.020 0.318
C -3.611 2.802 0.883
C -1.909 0.374 4.185
C -1.941 0.977 5.441
C -2.072 0.174 6.564
C -2.164 -1.205 6.425
C -2.123 -1.797 5.167
C -1.997 -1.010 4.032
C -0.791 3.056 2.959
C -1.450 4.278 3.080
C -0.712 5.409 3.404
C 0.658 5.311 3.609
C 1.305 4.085 3.497
C 0.582 2.948 3.179
H -4.478 0.365 3.117
H -6.687 0.773 2.089
H -6.927 2.469 0.313
H -4.977 3.772 -0.451
H -2.755 3.379 0.556
H -1.860 2.052 5.549
H -2.104 0.626 7.547
H -2.272 -1.825 7.305
H -2.204 -2.872 5.070
H -1.971 -1.463 3.048
H -2.520 4.354 2.934
H -1.210 6.363 3.505
H 1.226 6.195 3.870
H 2.371 4.017 3.676
H 1.077 1.986 3.114
C 1.663 -2.886 4.578
C 2.190 -1.447 4.435
C 1.610 -0.540 5.534
C 3.728 -1.413 4.447
C 1.732 -0.923 3.140
N 1.369 -0.491 2.141
H 2.003 -3.277 5.536
H 2.050 -3.535 3.792
H 0.572 -2.914 4.562
H 1.935 -0.929 6.499
H 0.520 -0.536 5.513
H 1.976 0.484 5.442
H 4.068 -1.787 5.412
H 4.108 -0.400 4.320
H 4.147 -2.052 3.669
C 2.124 -1.237 -4.782
Si 0.400 -1.952 -4.721
C 0.378 -3.637 -3.938
C -0.442 -1.958 -6.361
O -0.396 -0.881 -3.671
H 2.537 -1.292 -5.791
H 2.818 -1.774 -4.128
H 2.121 -0.179 -4.500
H 0.799 -4.384 -4.614
H -0.637 -3.961 -3.696
H 0.975 -3.659 -3.021
H 0.108 -2.598 -7.056
H -0.475 -0.955 -6.793
H -1.462 -2.345 -6.311
```

Summary:
Orbital gap (alpha / beta) = 7.10 / 7.10 eV
E_tot = -5714.5597 a.u.
Energy above the lowest of the compared OMol25 structures with the same formula, charge and spin = 0.147 eV
Total charge = +3

# 2
# C3H9N2O

A 2-piece molecular cluster, C3H9N2O overall at a distorted geometry (the ωB97M-V functional and the def2-TZVPD basis, the OMol25 dataset).

```
15
Properties=species:S:1:pos:R:3
C -1.029 0.378 0.097
C -1.911 -0.728 -0.209
C 1.899 -0.941 0.315
N 1.448 0.383 0.431
N -1.337 1.600 0.266
O 1.812 1.220 -0.493
H -2.005 -1.344 0.687
H -1.470 -1.363 -0.977
H -2.907 -0.402 -0.523
H 2.836 -0.992 0.892
H 1.203 -1.616 0.809
H 2.113 -1.266 -0.712
H -2.295 1.962 0.211
H -0.622 2.287 0.480
H 2.266 0.821 -1.275
```

Summary:
Orbital gap (alpha / beta) = 9.66 / 7.41 eV
E_tot = -304.0286 a.u.
Energy above the lowest of the compared OMol25 structures with the same formula, charge and spin = 6.033 eV
Total charge = +1

# 3
# C3H7N3O2

C3H7N3O2 as an isolated structure at a distorted geometry (the ωB97M-V functional and the def2-TZVPD basis, the OMol25 dataset).

```
15
Properties=species:S:1:pos:R:3
C 1.329 0.261 -0.054
C 0.111 -0.385 0.387
C -1.143 0.163 0.035
H 1.711 2.186 -0.708
H 0.007 1.719 -0.283
H 2.585 -1.532 0.278
H -0.043 -0.185 1.556
H 0.406 -1.883 -0.742
H -2.519 -1.642 0.232
H -2.998 0.060 -0.210
N 0.999 1.604 -0.306
N 2.431 -0.406 -0.096
N -1.967 -0.607 -0.794
O 0.038 -1.766 0.233
O -1.434 1.380 0.523
```

Summary:
Orbital gap = 8.07 eV
E_tot = -433.0250 a.u.
Energy above the lowest of the compared OMol25 structures with the same formula, charge and spin = 8.102 eV
Total charge = 0

# 4
# C21H30BMgN5O7PS2

C21H30BMgN5O7PS2 as an isolated structure at a distorted geometry (the ωB97M-V functional and the def2-TZVPD basis, the OMol25 dataset).

```
68
Properties=species:S:1:pos:R:3
Mg 0.609 -0.649 -0.964
C 3.762 -1.899 0.458
N 2.888 -2.960 0.906
C 2.877 -3.503 2.179
C 1.865 -4.391 2.205
N 1.261 -4.397 0.965
B -0.034 -5.180 0.622
N -1.207 -4.190 0.225
C -2.277 -4.679 -0.494
C -3.102 -3.656 -0.794
N -2.530 -2.524 -0.254
C -3.043 -1.167 -0.390
C -1.364 -2.865 0.361
S -0.394 -1.701 1.190
C 1.879 -3.499 0.180
S 1.495 -3.101 -1.442
H 4.519 -1.729 1.219
H 3.214 -0.969 0.306
H 4.241 -2.169 -0.479
H 3.589 -3.212 2.932
H 1.511 -5.026 2.999
H -0.356 -5.796 1.616
H 0.145 -5.889 -0.340
H -2.350 -5.724 -0.741
H -4.028 -3.625 -1.341
H -3.973 -1.214 -0.952
H -2.335 -0.530 -0.915
H -3.227 -0.732 0.591
O 5.212 1.675 -5.824
C 4.213 2.274 -5.379
O 3.749 3.402 -5.622
C 3.407 1.464 -4.326
C 3.879 0.238 -3.872
C 3.168 -0.462 -2.916
N 2.014 -0.009 -2.411
C 1.529 1.157 -2.888
C 2.199 1.924 -3.820
C 0.159 1.527 -2.354
O -0.211 2.686 -2.359
O -0.534 0.509 -1.902
H 4.805 -0.137 -4.287
H 3.497 -1.425 -2.549
H 1.789 2.866 -4.159
C -3.960 2.873 -0.146
C -2.510 2.524 -0.400
O -1.941 2.104 0.850
P -0.362 1.741 1.073
O 0.430 3.147 1.068
C 0.226 4.259 1.950
C -1.010 5.069 1.610
O -0.501 1.587 2.696
C -1.397 0.719 3.383
C -1.999 1.473 4.550
H -4.408 3.247 -1.068
H -4.044 3.648 0.619
H -4.520 1.998 0.190
H -1.960 3.379 -0.790
H -2.419 1.728 -1.137
H 1.119 4.870 1.837
H 0.178 3.902 2.978
H -0.989 5.374 0.561
H -1.040 5.965 2.234
H -1.912 4.485 1.788
H -0.848 -0.156 3.731
H -2.187 0.374 2.716
H -1.215 1.889 5.186
H -2.613 0.794 5.147
H -2.626 2.293 4.193
```

Summary:
Orbital gap = 7.53 eV
E_tot = -2981.7437 a.u.
Total charge = -1

# 5
# C11H22I2MnNO3P2

C11H22I2MnNO3P2 as an isolated structure at a distorted geometry (the ωB97M-V functional and the def2-TZVPD basis, the OMol25 dataset).

```
42
Properties=species:S:1:pos:R:3
I 1.109 -1.011 -2.739
I 1.469 -2.359 -0.383
Mn -1.788 1.258 0.764
P -3.135 0.051 -0.724
C -4.909 0.377 -0.467
C -2.810 0.210 -2.504
H -3.608 -0.272 -3.088
H -3.716 -2.307 -0.751
H -1.828 -0.240 -2.741
H -1.936 -2.030 -0.729
H -5.134 1.407 -0.770
H -2.769 1.283 -2.754
C -2.903 -1.702 -0.319
H -5.524 -0.315 -1.058
H -2.873 -1.825 0.782
H -5.155 0.256 0.595
P 3.469 -0.901 0.106
C 2.940 0.494 1.099
C 4.596 -1.924 1.062
H 4.444 -1.100 -2.095
H 5.233 0.153 -1.077
H 3.633 0.472 -1.861
C 4.269 -0.285 -1.384
H 4.740 -2.896 0.568
H 5.560 -1.401 1.125
H 3.830 0.995 1.510
H 2.298 0.153 1.920
H 4.201 -2.086 2.076
H 2.368 1.189 0.472
C -1.538 3.226 1.349
O -0.956 4.240 1.238
O -2.594 3.313 3.028
C -2.783 2.133 3.443
C -3.305 1.734 4.802
C -3.317 0.216 4.766
C -2.861 -0.140 3.360
O -2.831 -1.253 2.846
N -2.511 1.036 2.700
H -2.650 2.118 5.596
H -4.312 2.138 4.975
H -2.620 -0.218 5.495
H -4.313 -0.198 4.964
```

Summary:
Orbital gap (alpha / beta) = 4.01 / 4.09 eV
E_tot = -3140.8230 a.u.
<S²> = 3.7936
Energy above the lowest of the compared OMol25 structures with the same formula, charge and spin = 0.219 eV
Multiplicity = 4
Total charge = +3

# 6
# C5H8N

A 2-piece molecular cluster, C5H8N overall at a distorted geometry (the ωB97M-V functional and the def2-TZVPD basis, the OMol25 dataset).

```
14
Properties=species:S:1:pos:R:3
C -1.333 1.856 -0.070
C 1.352 0.204 0.251
C -1.555 -0.745 -0.030
C -1.155 0.586 -0.045
C -0.803 -1.840 -0.067
N 2.560 0.115 -0.213
H -0.556 2.599 0.010
H -2.325 2.279 -0.203
H 1.295 0.177 1.341
H -2.642 -0.833 0.029
H -1.229 -2.827 -0.072
H 2.728 0.146 -1.215
H 0.274 -1.750 -0.088
H 3.390 0.031 0.373
```

Summary:
Orbital gap = 8.74 eV
E_tot = -249.6312 a.u.
Energy above the lowest of the compared OMol25 structures with the same formula, charge and spin = 5.277 eV
Total charge = +1